C58H39KN4 as an isolated structure. Source: OMol25; level of theory: the ωB97M-V functional and the def2-TZVPD basis.

```
! wB97M-V def2-TZVPD RIJCOSX def2/J DEFGRID3
* xyz -2 1
K -0.88 0.79 -1.21
C 6.60 -1.56 -2.97
C 5.47 -1.54 -3.77
C 4.24 -1.22 -3.23
C 4.10 -0.92 -1.87
C 5.24 -0.94 -1.08
C 6.48 -1.25 -1.62
C 2.76 -0.60 -1.31
C 1.78 -1.61 -1.39
C 2.04 -2.99 -1.79
C 0.87 -3.66 -1.65
C -0.10 -2.68 -1.15
C -1.42 -2.99 -0.78
C -1.92 -4.34 -1.17
C -1.99 -4.71 -2.52
C -2.44 -5.96 -2.90
C -2.84 -6.88 -1.93
C -2.78 -6.53 -0.59
C -2.32 -5.27 -0.22
C -2.30 -2.16 -0.05
N -2.00 -0.95 0.46
C -3.11 -0.50 1.10
C -3.24 0.72 1.78
C -4.56 1.02 2.40
C -5.32 2.10 1.94
C -6.55 2.39 2.50
C -7.06 1.62 3.54
C -6.31 0.54 4.01
C -5.07 0.25 3.45
C -2.25 1.73 1.89
C -2.35 2.92 2.73
C -1.19 3.60 2.56
C -0.40 2.82 1.62
N -1.07 1.71 1.26
C 0.91 3.15 1.19
C 1.77 2.34 0.42
C 3.12 2.74 0.02
C 3.63 1.70 -0.67
C 2.59 0.67 -0.70
N 1.49 1.10 -0.06
C 1.42 4.49 1.60
C 2.48 4.63 2.49
C 2.94 5.88 2.87
C 2.35 7.03 2.35
C 1.29 6.90 1.46
C 0.83 5.65 1.09
C -4.19 -1.48 0.96
C -3.68 -2.51 0.25
N 0.49 -1.47 -1.03
H 7.57 -1.80 -3.39
H 5.55 -1.77 -4.83
H 3.35 -1.20 -3.85
H 5.15 -0.70 -0.03
H 7.36 -1.26 -0.98
H 2.99 -3.40 -2.09
H 0.69 -4.71 -1.81
H -1.68 -3.99 -3.26
H -2.49 -6.23 -3.95
H -3.20 -7.86 -2.23
H -3.09 -7.24 0.17
H -2.27 -5.00 0.83
H -4.93 2.69 1.13
H -7.13 3.23 2.12
H -8.02 1.84 3.98
H -6.69 -0.07 4.82
H -4.49 -0.58 3.82
H -3.17 3.18 3.38
H -0.89 4.52 3.04
H 3.59 3.68 0.23
H 4.60 1.64 -1.13
H 2.94 3.73 2.89
H 3.77 5.97 3.56
H 2.71 8.01 2.64
H 0.83 7.79 1.04
H 0.02 5.55 0.38
H -5.20 -1.37 1.33
H -4.21 -3.39 -0.07
C 1.35 7.26 -3.71
C 0.20 6.96 -4.43
C -0.52 5.80 -4.19
C -0.11 4.90 -3.21
C 1.05 5.20 -2.49
C 1.77 6.36 -2.73
C -0.86 3.65 -2.90
C -1.95 3.25 -3.56
C -2.73 2.09 -3.28
C -3.76 2.09 -2.32
C -4.45 0.93 -1.99
C -4.19 -0.27 -2.64
C -3.22 -0.28 -3.64
C -2.51 0.86 -3.97
H 1.91 8.17 -3.90
H -0.14 7.65 -5.20
H -1.42 5.57 -4.75
H 1.39 4.50 -1.73
H 2.66 6.57 -2.15
H -0.40 3.14 -2.04
H -3.96 3.01 -1.79
H -5.19 0.95 -1.20
H -4.70 -1.18 -2.35
H -2.99 -1.21 -4.15
H -1.74 0.84 -4.73
*
```

## Properties
Max |F| ... 0.30 eV/Å
Energy relative to the best compared isomer or geometry (same formula, charge and spin) ... 0.0 kJ/mol
Frontier orbital gap ... 5.1 eV
Lowest unoccupied orbital energy ... 4.06 eV